Formula: C5H15NO2
Source: the Open Molecules 2025 dataset
Level of theory: wB97M-V/def2-TZVPD

Each atom is followed by the atoms it is bonded to, with distances in Å.
Element x y z (Å)
1 C 0.71 0.22 -2.27  C2 1.523, H8 1.092, H9 1.089, H10 1.078
2 C 1.16 -0.96 -1.41  C1 1.523, C3 1.569, H11 1.089, H12 1.084
3 C 1.14 -0.58 0.11  C2 1.569, N4 1.440, H13 1.089, H14 1.064
4 N 0.06 -1.18 0.85  C3 1.440, C5 1.431, H15 1.002
5 C -0.96 -0.37 1.45  N4 1.431, C6 1.543, H16 1.081, H17 1.086
6 C -2.05 0.05 0.45  C5 1.543, O7 1.429, H18 1.086, H19 1.098
7 O -2.41 -1.02 -0.43  C6 1.429, H20 0.968
8 H 0.59 -0.06 -3.32  C1 1.092
9 H -0.24 0.67 -1.96  C1 1.089
10 H 1.46 0.98 -2.21  C1 1.078
11 H 2.15 -1.31 -1.70  C2 1.089
12 H 0.46 -1.79 -1.50  C2 1.084
13 H 2.11 -0.87 0.52  C3 1.089
14 H 1.03 0.48 0.19  C3 1.064
15 H 0.20 -2.10 1.21  N4 1.002
16 H -1.43 -0.86 2.29  C5 1.081
17 H -0.54 0.57 1.79  C5 1.086
18 H -2.98 0.42 0.87  C6 1.086
19 H -1.60 0.83 -0.18  C6 1.098
20 H -1.69 -1.66 -0.36  O7 0.968
21 O 0.64 2.69 2.04  H22 0.962, H23 0.965
22 H 1.08 2.37 1.24  O21 0.962
23 H 1.11 3.48 2.33  O21 0.965

Summary:
Total charge: 0
HOMO in eV: -8.578
Energy relative to the best compared isomer or geometry (same formula, charge and spin) in kJ/mol: 131.1
Structure (SMILES): CCCNCCO.O
Kohn-Sham gap in eV: 9.24
Multiplicity: 1
M in g/mol: 121.2
DFT total energy in hartree: -404.70511